[1]
{
  "formula": "C8H16N3O",
  "method": "wB97M-V/def2-TZVPD",
  "total_charge": 1,
  "relative_energy_kj_mol": 181.2,
  "molar_mass_g_mol": 170.24,
  "e_lumo_ev": -4.3,
  "e_tot_ev": -15064.69893,
  "orbital_gap_ha": 0.378,
  "smiles": "CC(C)(C)/N=N/C(C)(C)[NH+]=C=O",
  "elements": ["N", "C", "C", "H", "H", "H", "C", "H", "C", "H", "C", "N", "C", "C", "O", "H", "N", "H", "H", "H", "H", "H", "C", "H", "H", "H", "H", "H"],
  "xyz": [[-0.82, -0.11, 0.56], [-0.69, -0.90, 2.77], [-1.30, 1.59, 2.14], [-0.20, -1.70, 2.24], [1.54, -2.12, -1.32], [-1.46, 1.90, 3.20], [1.42, -1.23, -2.01], [2.33, -0.60, -1.80], [0.34, 1.08, -2.08], [-0.49, 1.67, -1.72], [-0.35, 0.32, 1.93], [1.04, 0.65, 1.81], [0.12, -0.47, -1.61], [1.73, 0.50, 0.72], [2.82, 0.62, 0.26], [-0.28, -0.96, 3.82], [0.11, -0.23, -0.19], [-2.08, -0.63, -1.83], [0.31, 1.13, -3.22], [-2.36, 1.34, 1.74], [1.28, -1.47, -3.10], [-0.94, -0.91, -3.29], [-1.12, -1.05, -2.22], [1.60, 0.82, 2.62], [-1.81, -0.98, 2.75], [-1.03, -2.13, -1.90], [-1.02, 2.37, 1.47], [1.30, 1.49, -1.70]]
}

=====

[2]
{
  "formula": "C13H18F16NO7P2",
  "method": "wB97M-V/def2-TZVPD",
  "total_charge": -1,
  "molar_mass_g_mol": 666.20,
  "e_lumo_ev": 1.8,
  "e_tot_ev": -91650.76955,
  "orbital_gap_ha": 0.220,
  "elements": ["H", "C", "H", "F", "F", "H", "O", "O", "C", "C", "C", "H", "C", "F", "O", "F", "H", "F", "H", "C", "F", "F", "C", "C", "F", "H", "C", "H", "H", "F", "O", "H", "P", "C", "F", "H", "H", "P", "O", "H", "C", "H", "H", "F", "O", "F", "F", "C", "F", "F", "H", "N", "H", "C", "F", "O", "H"],
  "xyz": [[-1.77, -2.96, -0.58], [3.79, 1.23, 0.10], [0.71, 0.53, -0.13], [-0.13, 1.38, -1.73], [-1.14, 0.91, 1.58], [-3.25, -0.52, 1.80], [-0.89, 4.12, 0.14], [-5.29, -1.95, 1.76], [-3.66, -3.37, 2.79], [-0.43, 2.97, 0.83], [-1.26, 4.64, -2.18], [-2.09, 5.32, -1.95], [5.10, 2.98, -0.96], [4.12, -0.38, -1.61], [-2.27, -5.50, 2.59], [-1.74, 3.42, -2.46], [-1.33, -2.25, 1.48], [4.71, 2.52, -4.66], [-4.69, -6.26, 2.53], [-4.80, -5.63, 1.64], [0.83, 3.92, -1.30], [3.35, 1.76, -3.13], [-4.24, -2.09, 2.33], [3.81, -0.26, -0.31], [-0.59, 5.11, -3.26], [4.25, 3.64, -0.86], [-0.27, 0.75, -0.54], [0.65, 2.89, 0.82], [-3.97, -3.81, 0.33], [3.55, 1.25, 1.44], [-3.47, -0.97, 2.62], [-4.99, -6.29, 0.79], [-3.27, -4.62, 1.31], [5.41, 2.71, -2.43], [2.77, 1.88, -0.49], [-2.74, -3.19, 3.34], [3.73, 3.71, -3.39], [-1.40, -3.45, 0.71], [-2.04, -7.58, 2.24], [-5.65, -4.97, 1.77], [4.23, 2.73, -3.42], [5.98, 3.50, -0.59], [-4.37, -3.86, 3.46], [6.21, 3.74, -2.83], [4.99, 1.84, -0.12], [-0.94, -0.40, -0.73], [-2.32, 1.81, -0.03], [-1.07, 1.63, 0.43], [6.10, 1.56, -2.57], [0.07, 5.88, -0.75], [-2.81, -5.53, 0.27], [-1.47, -6.54, 2.22], [-0.75, 3.12, 1.86], [-0.29, 4.59, -0.99], [2.56, -0.73, -0.12], [-0.05, -4.11, 0.65], [4.52, -0.82, 0.29]]
}

=====

[3]
{
  "formula": "C3H6O2",
  "method": "wB97M-V/def2-TZVPD",
  "relative_energy_kj_mol": 378.7,
  "molar_mass_g_mol": 74.08,
  "e_lumo_ev": 0.8,
  "e_tot_ev": -7299.75274,
  "orbital_gap_ha": 0.358,
  "elements": ["H", "H", "C", "H", "H", "H", "C", "H", "O", "O", "C"],
  "xyz": [[-1.82, 0.49, -0.83], [1.25, 1.11, 0.61], [-1.79, 0.29, 0.24], [1.36, -0.50, -1.44], [2.25, -1.32, -0.17], [-2.37, -0.60, 0.47], [0.13, -0.95, -0.01], [-2.12, 1.18, 0.79], [-0.41, 0.12, 0.55], [1.99, 0.71, 0.13], [1.52, -0.53, -0.34]]
}

=====

Please write out number 3 again, unchanged.
{
  "formula": "C3H6O2",
  "method": "wB97M-V/def2-TZVPD",
  "relative_energy_kj_mol": 378.7,
  "molar_mass_g_mol": 74.08,
  "e_lumo_ev": 0.8,
  "e_tot_ev": -7299.75274,
  "orbital_gap_ha": 0.358,
  "elements": ["H", "H", "C", "H", "H", "H", "C", "H", "O", "O", "C"],
  "xyz": [[-1.82, 0.49, -0.83], [1.25, 1.11, 0.61], [-1.79, 0.29, 0.24], [1.36, -0.50, -1.44], [2.25, -1.32, -0.17], [-2.37, -0.60, 0.47], [0.13, -0.95, -0.01], [-2.12, 1.18, 0.79], [-0.41, 0.12, 0.55], [1.99, 0.71, 0.13], [1.52, -0.53, -0.34]]
}